[1]
Formula: C21H17F10MnN3S2
Source: the OMol25 dataset
Level of theory: the ωB97M-V functional and the def2-TZVPD basis

Cartesian coordinates (Å):
Mn: 0.10 -0.45 -0.07
C: 1.85 -2.14 -1.70
N: 0.78 -2.32 -0.69
C: -0.37 -3.01 -1.29
C: -1.22 -2.00 -2.09
N: -0.73 -0.67 -1.78
C: -0.66 0.32 -2.72
C: -1.50 0.54 -3.80
F: -2.54 -0.28 -4.02
C: -1.33 1.62 -4.64
F: -2.19 1.82 -5.64
C: -0.31 2.52 -4.44
F: -0.17 3.58 -5.25
C: 0.57 2.33 -3.39
F: 1.58 3.16 -3.20
C: 0.37 1.24 -2.57
F: 1.28 0.97 -1.61
C: 1.31 -2.97 0.53
C: 2.19 -1.96 1.21
N: 1.41 -0.72 1.30
C: 1.88 0.21 2.24
C: 1.06 0.76 3.22
F: -0.22 0.39 3.31
C: 1.50 1.69 4.13
F: 0.66 2.18 5.04
C: 2.82 2.10 4.13
F: 3.26 2.99 5.02
C: 3.67 1.57 3.19
F: 4.95 1.96 3.15
C: 3.20 0.66 2.27
F: 4.06 0.23 1.33
H: 2.42 -3.07 -1.81
H: 2.52 -1.34 -1.41
H: 1.40 -1.88 -2.65
H: -0.96 -3.45 -0.48
H: -0.02 -3.83 -1.93
H: -2.26 -2.11 -1.79
H: -1.15 -2.21 -3.16
H: 1.86 -3.88 0.28
H: 0.47 -3.23 1.17
H: 3.13 -1.85 0.67
H: 2.44 -2.33 2.21
C: -4.02 -0.09 1.97
C: -2.68 0.13 1.30
S: -1.75 -1.24 1.00
C: -2.22 1.39 1.01
C: -3.01 2.64 1.34
S: -0.67 1.60 0.39
H: -4.22 -1.16 2.09
H: -4.83 0.35 1.38
H: -4.04 0.37 2.96
H: -4.09 2.44 1.34
H: -2.80 3.43 0.62
H: -2.75 3.01 2.33

F_max: 2.1 eV/Å
⟨S²⟩: 0.793
Total charge: 0
HOMO (alpha / beta): -0.268 / -0.272 Eh
2S+1: 2

***

[2]
Formula: C21H17F3N3O3RuS2
Source: the OMol25 dataset
Level of theory: the ωB97M-V functional and the def2-TZVPD basis

Cartesian coordinates (Å):
Ru: -0.81 -0.67 -0.45
O: 5.30 -0.35 3.90
N: 4.96 -0.92 2.89
O: 5.68 -1.57 2.17
C: 3.53 -0.84 2.53
C: 2.65 -0.83 3.55
C: 1.25 -0.81 3.29
C: 0.27 -0.82 4.30
C: -1.05 -0.81 3.95
C: -1.39 -0.77 2.59
N: -0.49 -0.75 1.63
C: 0.82 -0.77 1.97
C: 1.76 -0.77 0.89
N: 1.24 -0.72 -0.37
C: 2.07 -0.69 -1.39
C: 3.46 -0.70 -1.22
C: 4.00 -0.76 0.03
C: 3.14 -0.81 1.14
H: 3.02 -0.84 4.57
H: 0.57 -0.85 5.34
H: -1.83 -0.83 4.69
H: -2.43 -0.77 2.27
H: 1.62 -0.66 -2.37
H: 4.09 -0.66 -2.10
H: 5.07 -0.78 0.17
S: -1.00 -0.53 -2.70
C: -0.79 1.14 -3.11
C: -0.75 1.51 -4.47
C: -0.59 2.82 -4.84
C: -0.46 3.81 -3.85
C: -0.50 3.47 -2.52
C: -0.66 2.13 -2.12
S: -0.73 1.73 -0.43
H: -0.85 0.73 -5.21
H: -0.56 3.09 -5.88
H: -0.34 4.85 -4.14
H: -0.40 4.23 -1.75
F: -2.04 -3.17 -1.28
C: -0.92 -2.73 -0.56
F: 0.11 -3.40 -1.15
F: -1.08 -3.37 0.65
C: -4.15 1.09 0.61
C: -3.86 0.24 -0.60
O: -2.95 -0.83 -0.22
H: -4.80 1.92 0.33
H: -3.22 1.52 1.00
H: -4.64 0.51 1.39
H: -3.38 0.83 -1.39
H: -4.76 -0.22 -0.99
H: -3.18 -1.62 -0.74

F_max: 0.2 eV/Å
⟨S²⟩: 0.762
Total charge: 0
HOMO (alpha / beta): -0.259 / -0.264 Eh
2S+1: 2

***

[3]
Formula: C21H17F3N6O2
Source: the OMol25 dataset
Level of theory: the ωB97M-V functional and the def2-TZVPD basis

Cartesian coordinates (Å):
O: -2.23 1.14 -1.19
O: -4.42 4.36 0.78
F: 1.63 0.37 -5.65
F: 3.65 0.94 3.79
F: 4.51 -0.91 4.54
N: -3.29 -2.93 0.68
N: 4.05 -0.36 0.14
C: -3.04 0.59 -0.50
C: -4.02 3.86 -0.23
C: -2.04 -2.57 0.96
C: 4.24 -0.47 1.36
C: -3.74 -1.72 0.12
C: -0.91 -3.43 1.41
C: 0.36 -2.91 1.36
C: 0.66 -1.47 0.94
C: 2.68 -0.52 -0.24
C: -0.44 -0.63 0.57
C: -2.85 -0.75 0.03
C: 2.03 -1.00 0.86
C: 2.79 1.12 -3.71
C: 1.47 -0.97 -3.63
C: 3.02 0.91 -2.33
C: 1.77 -1.21 -2.30
C: 1.92 0.17 -4.32
C: 2.51 -0.28 -1.61
N: -3.68 4.91 -1.00
N: -1.71 -1.32 0.46
N: -4.18 1.28 -0.14
N: 3.04 -0.99 1.85
C: -4.53 2.55 -0.81
C: 3.44 -0.31 4.28
C: 2.57 -1.03 3.28
H: 5.12 -0.42 1.94
H: -4.67 -1.58 -0.28
H: -1.01 -4.45 1.72
H: 1.19 -3.57 1.68
H: -0.36 0.42 0.31
H: 3.28 1.92 -4.26
H: 0.93 -1.70 -4.24
H: 3.68 1.58 -1.76
H: 1.33 -2.13 -1.85
H: -3.49 5.80 -0.59
H: -3.46 4.83 -1.97
H: -4.92 0.73 0.21
H: -4.33 2.31 -1.92
H: -5.62 2.64 -0.83
H: 3.00 -0.23 5.28
H: 2.37 -2.07 3.56
H: 1.69 -0.45 3.27

F_max: 5.8 eV/Å
SMILES string: NC(=O)CNC(=O)c1cnc2ccc(-c3c(-c4ccc(F)cc4)ncn3CC(F)F)cn12
Total charge: 0
HOMO: -0.300 Eh
2S+1: 1

***

[4]
Formula: C21H17F5N4O7SeW
Source: the OMol25 dataset
Level of theory: the ωB97M-V functional and the def2-TZVPD basis

Cartesian coordinates (Å):
W: -0.11 -0.59 -0.22
O: 0.10 2.60 -2.77
C: 0.14 1.49 -2.29
O: -0.53 1.09 -1.23
C: 0.95 0.36 -2.85
C: 1.67 0.35 -4.03
C: 2.32 -0.82 -4.40
C: 2.21 -1.95 -3.59
C: 1.48 -1.86 -2.42
N: 0.87 -0.72 -2.07
C: 1.20 -2.95 -1.43
O: 1.67 -4.06 -1.51
O: 0.38 -2.52 -0.50
H: 1.70 1.25 -4.63
H: 2.88 -0.86 -5.31
H: 2.68 -2.89 -3.84
C: -1.18 2.30 1.22
O: -1.18 0.86 1.31
C: -1.17 0.43 2.67
C: -1.23 -1.06 2.64
O: -0.14 -1.55 1.85
C: 1.05 -1.85 2.63
C: 2.01 -2.78 1.92
O: 2.84 -2.15 0.97
C: 3.99 -1.57 1.55
H: -2.06 2.66 1.76
H: -1.23 2.56 0.17
H: -0.27 2.70 1.67
H: -2.04 0.85 3.18
H: -0.25 0.80 3.15
H: -2.15 -1.40 2.15
H: -1.17 -1.48 3.65
H: 0.68 -2.36 3.53
H: 1.53 -0.92 2.92
H: 1.45 -3.56 1.40
H: 2.62 -3.26 2.70
H: 4.64 -2.34 1.98
H: 3.74 -0.84 2.33
H: 4.53 -1.05 0.76
F: -5.25 3.76 -1.27
C: -4.65 2.59 -1.13
C: -4.03 1.99 -2.22
F: -4.04 2.59 -3.40
C: -3.40 0.77 -2.06
F: -2.80 0.24 -3.13
C: -3.37 0.11 -0.84
Se: -2.45 -1.55 -0.64
C: -4.00 0.73 0.23
F: -3.98 0.18 1.45
C: -4.63 1.96 0.10
F: -5.21 2.54 1.15
N: 2.94 4.29 2.14
C: 3.06 3.21 1.74
N: 3.28 1.97 1.33
C: 2.34 1.25 0.92
N: 1.52 0.48 0.58

F_max: 0.9 eV/Å
⟨S²⟩: 2.017
Total charge: 0
HOMO (alpha / beta): -0.289 / -0.330 Eh
2S+1: 3

***

[5]
Formula: C21H17F5N8O2TcTe
Source: the OMol25 dataset
Level of theory: the ωB97M-V functional and the def2-TZVPD basis

Cartesian coordinates (Å):
Tc: -0.45 0.20 0.01
N: -0.68 -0.13 -4.31
C: -1.02 0.02 -3.03
N: -0.16 0.00 -2.06
C: 1.20 -0.31 -2.33
N: 2.02 -0.51 -1.34
N: 1.46 -0.32 -0.14
C: 2.06 -0.73 0.99
C: 1.30 -0.60 2.16
C: 1.76 -1.02 3.43
C: 0.96 -0.88 4.53
C: -0.33 -0.33 4.37
C: -0.74 0.04 3.11
N: 0.02 -0.08 2.02
C: 1.62 -0.41 -3.71
C: 2.96 -0.58 -4.08
C: 3.30 -0.64 -5.42
C: 2.32 -0.53 -6.40
C: 0.99 -0.37 -6.05
C: 0.65 -0.31 -4.71
H: -1.41 -0.20 -5.01
H: -2.06 0.17 -2.80
H: 3.04 -1.18 0.96
H: 2.75 -1.45 3.50
H: 1.29 -1.21 5.50
H: -0.98 -0.19 5.21
H: -1.73 0.44 2.96
H: 3.70 -0.68 -3.30
H: 4.33 -0.77 -5.70
H: 2.59 -0.57 -7.45
H: 0.22 -0.30 -6.80
N: -2.40 0.42 -0.02
C: -3.55 0.38 -0.24
C: -4.88 0.51 -0.48
C: -5.49 1.72 -0.06
N: -5.94 2.72 0.30
C: -5.64 -0.45 -1.18
N: -6.27 -1.20 -1.79
C: -1.81 3.11 1.21
O: -0.61 3.22 0.44
C: -0.02 2.17 -0.07
C: 1.18 2.63 -0.84
H: -2.67 3.18 0.55
H: -1.81 3.96 1.89
H: -1.84 2.18 1.76
H: 1.31 3.71 -0.73
H: 1.06 2.39 -1.89
H: 2.08 2.12 -0.49
F: -2.11 -4.53 -2.15
Te: -1.33 -3.21 -1.05
F: -2.39 -4.04 0.27
F: 0.04 -4.48 -0.78
F: -2.73 -2.13 -1.77
F: -0.41 -2.80 -2.67
O: -0.67 -2.00 0.05

F_max: 3.7 eV/Å
⟨S²⟩: 3.811
Total charge: 0
HOMO (alpha / beta): -0.240 / -0.317 Eh
2S+1: 4

***

[6]
Formula: C21H17GaN7S2
Source: the OMol25 dataset
Level of theory: the ωB97M-V functional and the def2-TZVPD basis

Cartesian coordinates (Å):
Ga: -0.03 -0.38 -0.18
C: -4.35 -0.45 -0.30
C: -3.03 -0.88 -0.26
N: -2.05 0.03 -0.16
C: -2.36 1.33 -0.09
C: -3.69 1.72 -0.11
N: -4.67 0.83 -0.22
C: -1.18 2.23 -0.05
C: -1.21 3.60 0.01
C: 0.01 4.32 0.03
C: 1.21 3.58 -0.05
C: 1.15 2.22 -0.11
N: -0.02 1.56 -0.11
C: 2.31 1.29 -0.21
C: 3.64 1.66 -0.33
N: 4.60 0.75 -0.47
C: 4.26 -0.53 -0.49
C: 2.94 -0.93 -0.36
N: 1.98 -0.01 -0.23
C: 0.02 5.78 0.13
C: 1.01 6.42 0.87
C: 0.96 7.81 0.96
N: 0.02 8.54 0.37
C: -0.91 7.92 -0.35
C: -0.97 6.54 -0.49
H: -5.16 -1.16 -0.40
H: -2.76 -1.92 -0.31
H: -3.98 2.76 -0.03
H: -2.15 4.14 0.08
H: 2.15 4.11 -0.07
H: 3.95 2.70 -0.33
H: 5.05 -1.26 -0.60
H: 2.64 -1.97 -0.36
H: 1.78 5.87 1.40
H: 1.70 8.35 1.54
H: -1.65 8.56 -0.83
H: -1.73 6.10 -1.11
S: -0.10 -2.24 -1.47
C: -0.01 -3.65 -0.45
N: -0.08 -4.84 -0.97
C: -0.11 -5.98 -0.03
C: 0.36 -5.44 1.33
S: 0.18 -3.62 1.25
H: -0.19 -4.99 -1.97
H: 0.54 -6.77 -0.40
H: -1.13 -6.36 0.01
H: 1.41 -5.66 1.53
H: -0.25 -5.81 2.15

F_max: 0.8 eV/Å
Total charge: +3
HOMO: -0.603 Eh
2S+1: 1

***

[7]
Formula: C21H17LuN3O2S2
Source: the OMol25 dataset
Level of theory: the ωB97M-V functional and the def2-TZVPD basis

Cartesian coordinates (Å):
Lu: -11.17 -4.74 14.63
C: -5.71 -9.96 12.07
C: -6.76 -9.36 12.95
C: -7.34 -8.19 12.51
C: -8.38 -7.62 13.18
C: -8.87 -8.23 14.34
C: -8.34 -9.40 14.82
C: -7.30 -9.98 14.08
S: -10.22 -7.47 15.19
O: -9.73 -6.13 15.71
O: -10.81 -8.36 16.12
N: -11.18 -6.88 14.11
C: -12.23 -7.43 13.43
C: -12.30 -8.77 13.09
C: -13.20 -9.21 12.11
C: -13.97 -8.26 11.41
C: -14.04 -6.92 11.87
C: -14.82 -5.96 11.32
C: -14.88 -4.66 11.78
C: -14.02 -4.35 12.82
N: -13.09 -5.19 13.31
C: -13.18 -6.50 12.87
H: -5.81 -11.05 12.10
H: -4.73 -9.71 12.48
H: -5.79 -9.57 11.05
H: -7.01 -7.76 11.54
H: -8.83 -6.75 12.74
H: -8.69 -9.88 15.71
H: -6.92 -10.93 14.38
H: -11.51 -9.38 13.55
H: -13.16 -10.22 11.81
H: -14.66 -8.58 10.59
H: -15.53 -6.28 10.56
H: -15.61 -3.92 11.46
H: -13.86 -3.34 13.20
S: -11.58 -2.18 14.79
C: -10.86 -2.39 13.15
C: -10.71 -1.34 12.17
C: -10.06 -1.60 10.99
C: -9.44 -2.87 10.75
C: -9.64 -3.78 11.72
N: -10.28 -3.54 12.90
H: -11.13 -0.37 12.37
H: -9.97 -0.85 10.22
H: -8.98 -3.13 9.79
H: -9.32 -4.78 11.57

F_max: 3.0 eV/Å
Total charge: +1
HOMO: -0.413 Eh
2S+1: 1

***

[8]
Formula: C21H18Br2N
Source: the OMol25 dataset
Level of theory: the ωB97M-V functional and the def2-TZVPD basis

Cartesian coordinates (Å):
Br: 6.22 2.30 -1.20
C: 4.60 1.47 -0.74
C: 4.13 1.62 0.60
C: 2.77 1.44 0.82
C: 1.92 1.11 -0.24
C: 0.47 0.90 0.20
C: -0.41 0.62 -1.00
C: -1.74 0.58 -0.93
C: -2.71 0.39 -2.00
C: -4.10 0.38 -1.71
C: -5.05 0.34 -2.74
C: -4.62 0.20 -4.07
Br: -5.89 0.16 -5.46
C: -3.25 0.10 -4.37
C: -2.31 0.17 -3.33
C: 2.43 0.77 -1.50
C: 3.76 1.05 -1.79
H: 4.78 1.88 1.45
H: 2.33 1.45 1.82
H: 0.05 1.78 0.76
H: 0.04 0.38 -1.93
H: -2.15 0.61 0.07
H: -4.45 0.45 -0.69
H: -6.10 0.39 -2.51
H: -2.94 -0.04 -5.41
H: -1.25 0.09 -3.57
H: 1.86 0.23 -2.25
H: 4.13 0.98 -2.84
C: 0.51 -2.79 4.75
C: 0.53 -1.86 3.59
C: 0.94 -2.32 2.34
C: 0.93 -1.44 1.25
N: 0.43 -0.15 1.37
C: 0.16 0.29 2.63
C: 0.15 -0.54 3.73
H: 0.15 -2.24 5.61
H: -0.16 -3.63 4.53
H: 1.51 -3.19 4.93
H: 1.26 -3.37 2.19
H: 1.30 -1.74 0.27
H: -0.06 1.34 2.69
H: -0.18 -0.15 4.69

F_max: 1.7 eV/Å
SMILES string: Cc1cc[n+]([C@H](/C=C/c2ccc(Br)cc2)c2ccc(Br)cc2)cc1
Total charge: +1
HOMO: -0.405 Eh
2S+1: 1

***

[9]
Formula: C21H18CuF6N3O7S4
Source: the OMol25 dataset
Level of theory: the ωB97M-V functional and the def2-TZVPD basis

Cartesian coordinates (Å):
Cu: -0.08 -0.66 0.38
F: 4.09 1.59 2.02
C: 4.40 0.35 1.64
F: 5.48 0.45 0.84
F: 4.78 -0.34 2.72
S: 3.05 -0.48 0.66
O: 2.51 0.61 -0.10
O: 3.77 -1.51 -0.03
N: 2.01 -1.15 1.63
S: 1.48 -0.71 3.04
O: 0.06 -0.83 3.16
O: 2.15 0.43 3.60
C: 2.06 -2.12 4.09
F: 1.71 -1.88 5.37
F: 3.39 -2.27 4.06
F: 1.51 -3.28 3.73
O: -2.53 1.92 1.12
C: -1.30 2.07 1.20
O: -0.40 1.24 0.92
C: -0.78 3.42 1.67
C: 0.59 3.64 1.79
C: 1.06 4.88 2.22
C: 0.17 5.90 2.52
C: -1.20 5.68 2.40
C: -1.67 4.45 1.97
H: 1.26 2.83 1.56
H: 2.13 5.04 2.32
H: 0.54 6.86 2.85
H: -1.90 6.48 2.63
H: -2.72 4.24 1.87
C: -3.33 -0.72 -0.29
S: -2.24 0.06 -1.48
O: -1.03 -0.81 -1.63
C: -3.26 -0.33 -2.92
C: -3.16 -1.58 -3.51
C: -3.96 -1.87 -4.61
C: -4.84 -0.92 -5.11
C: -4.93 0.33 -4.51
C: -4.13 0.62 -3.41
H: -3.34 -1.79 -0.49
H: -4.31 -0.25 -0.41
H: -2.92 -0.50 0.69
H: -2.48 -2.31 -3.09
H: -3.89 -2.85 -5.08
H: -5.45 -1.15 -5.97
H: -5.61 1.07 -4.90
H: -4.18 1.60 -2.93
C: 2.71 -3.03 -2.78
C: 1.30 -3.45 -2.49
C: 0.49 -4.01 -3.48
C: -0.79 -4.34 -3.10
N: -1.27 -4.12 -1.88
C: -0.43 -3.57 -0.97
S: -1.02 -3.19 0.60
N: 0.86 -3.25 -1.27
H: 3.13 -3.58 -3.62
H: 3.33 -3.16 -1.89
H: 2.75 -1.96 -3.00
H: 0.85 -4.17 -4.49
H: -1.48 -4.79 -3.81

F_max: 0.9 eV/Å
Total charge: -2
HOMO: -0.059 Eh
2S+1: 1

***

Number 1: calculated total energy -3920.61990 a.u.. Number 2: calculated total energy -2391.30263 a.u.. Number 3: calculated total energy -1588.97181 a.u.. Number 4: calculated total energy -4524.02936 a.u.. Number 5: calculated total energy -2247.09289 a.u.. Number 6: calculated total energy -3913.98493 a.u.. Number 7: calculated total energy -3157.01164 a.u.. Number 8: calculated total energy -6013.54900 a.u.. Number 9: calculated total energy -5334.52026 a.u..